1.
# C24H17Br2F3N2O6Sc

A structure of composition C24H17Br2F3N2O6Sc in a non-equilibrium geometry (ωB97M-V/def2-TZVPD, OMol25).

Structure (ORCA input):
```
! wB97M-V def2-TZVPD RIJCOSX def2/J DEFGRID3
* xyz -1 1
Sc 9.0747 10.8830 10.2263
O 6.8412 10.5004 10.4406
C 6.0140 11.5790 10.8261
C 6.4188 12.8323 10.0522
N 7.8667 13.0380 10.1589
C 8.3902 13.6060 8.9570
C 8.4734 12.5903 7.7846
O 8.5019 12.9978 6.6337
O 8.5736 11.3762 8.1926
C 8.3600 13.6425 11.3668
C 9.9138 13.4356 11.4561
O 10.5646 14.1403 12.2185
O 10.3739 12.4926 10.6746
H 6.4436 9.9723 9.7323
H 6.3887 11.6190 11.8679
H 4.9616 11.3070 10.7955
H 5.7951 13.6644 10.4540
H 6.1673 12.6501 8.9750
H 9.4120 13.9636 9.1045
H 7.8426 14.4596 8.6222
H 8.0165 13.1397 12.2513
H 8.1833 14.7265 11.4231
Br 8.0186 5.9170 9.9274
C 9.6749 6.6321 10.3699
C 10.6219 5.8602 11.0637
C 11.8512 6.3926 11.3784
Br 13.1020 5.3112 12.3706
C 12.2037 7.7095 11.0501
C 13.3919 8.3882 11.4265
C 13.5128 9.7087 11.1776
C 12.4290 10.4457 10.6489
N 11.3307 9.8324 10.2515
C 11.1718 8.5354 10.5158
C 9.8671 8.0063 10.1666
O 8.9335 8.8123 9.7341
H 10.4125 4.8657 11.4291
H 14.2562 7.8121 11.8809
H 14.4930 10.1955 11.3705
H 12.4947 11.5204 10.4189
F 9.4778 11.1128 20.1071
C 8.4248 11.4282 19.3636
F 8.1536 12.7011 19.6510
F 7.4346 10.6975 19.8342
C 8.7204 11.2161 17.9046
C 9.1888 12.2732 17.1243
C 9.3397 12.1010 15.7575
C 9.0675 10.8373 15.1399
C 8.7273 9.7712 15.9837
C 8.5324 9.9712 17.3067
C 9.0824 10.7223 13.7547
C 9.0559 10.6377 12.5473
H 9.3008 13.1857 17.5919
H 9.6583 12.8936 15.1255
H 8.4014 8.8265 15.5895
H 8.1904 9.0556 17.8291
*
```

## Properties
relative energy (zero: lowest compared OMol25 entry of this formula, charge and spin): 0.1 kcal/mol
lowest unoccupied orbital energy: 2.28 eV
E_HOMO: -5.33 eV
orbital gap: 7.61 eV
E_tot: -7694.35244 hartree



2.
# C6H13NO

A cluster of 2 separate species, C6H13NO in total in a non-equilibrium geometry (ωB97M-V/def2-TZVPD, OMol25).

Structure (ORCA input):
```
! wB97M-V def2-TZVPD RIJCOSX def2/J DEFGRID3
* xyz 0 1
C 1.7687 1.7349 -0.8622
N 0.5412 -0.2293 1.2014
C -0.0698 0.2783 -0.0124
C 0.3495 1.5072 -0.4465
C -2.3302 -0.5767 1.1020
C -1.5994 -0.0494 -0.1135
C -0.7905 -0.9583 -0.8936
H 1.9147 2.7110 -1.3135
H 2.4705 1.6835 -0.0257
H 2.0432 0.9094 -1.5032
H 0.0624 -0.4639 2.0498
H 1.3631 0.3188 1.4174
H -0.4190 2.2558 -0.6086
H -2.4604 0.1614 1.9036
H -3.3253 -0.9187 0.8033
H -1.8118 -1.4888 1.4067
H -2.1221 0.7812 -0.6113
H -0.8072 -0.7543 -1.9758
H 1.4058 -1.7918 -0.0361
H 1.7379 -2.6617 -1.1817
O 2.0789 -2.4486 -0.3001
*
```

## Properties
relative energy (zero: lowest compared OMol25 entry of this formula, charge and spin): 146.7 kcal/mol
lowest unoccupied orbital energy: -1.21 eV
E_HOMO: -7.98 eV
orbital gap: 6.77 eV
E_tot: -366.20011 hartree



3.
# C26H35N7O8

A cluster of 8 separate species, C26H35N7O8 in total in a non-equilibrium geometry (ωB97M-V/def2-TZVPD, OMol25).

Structure (ORCA input):
```
! wB97M-V def2-TZVPD RIJCOSX def2/J DEFGRID3
* xyz 0 1
O -3.2756 2.3319 0.9911
C -4.3429 1.4743 1.0390
C -5.5430 1.9450 1.5256
C -6.5702 1.0405 1.7194
C -6.4480 -0.2902 1.3249
O -7.4389 -1.2080 1.5395
C -5.2539 -0.7188 0.7357
C -4.2047 0.1836 0.5697
H -2.4399 1.9160 0.7316
H -5.6346 2.9814 1.8207
H -7.5006 1.4227 2.1256
H -7.9347 -1.0377 2.3431
H -5.1337 -1.7630 0.4789
H -3.2993 -0.0566 0.0283
O -3.5738 -5.3634 1.7153
C -3.3546 -4.1168 2.2580
C -4.2892 -3.6493 3.1659
C -4.2128 -2.3446 3.6324
C -3.1083 -1.5858 3.2095
O -3.0726 -0.2558 3.5614
C -2.1447 -2.0519 2.3470
C -2.2648 -3.3419 1.8485
H -3.2571 -5.3807 0.8085
H -5.0850 -4.3147 3.4743
H -4.8982 -1.9105 4.3462
H -3.7305 -0.0428 4.2263
H -1.3262 -1.4200 2.0288
H -1.6023 -3.7762 1.1105
O 3.8300 0.8287 -0.8230
C 5.0566 0.7351 -0.1919
C 5.1819 0.3042 1.1138
C 6.4291 0.1590 1.7184
C 7.5908 0.5483 1.0554
O 8.7803 0.3337 1.6582
C 7.4627 1.0299 -0.2524
C 6.2197 1.1550 -0.8468
H 4.0599 1.1970 -1.6879
H 4.2912 0.0873 1.6916
H 6.4943 -0.0650 2.7745
H 9.5358 0.6654 1.1663
H 8.3203 1.4304 -0.7804
H 6.1694 1.5738 -1.8471
N 2.8601 -0.8737 -3.1457
C 4.0750 -0.7163 -3.7514
N 5.1359 -1.0509 -2.9655
O 4.1367 -0.3266 -4.9201
H 2.7967 -1.2247 -2.2110
H 2.0379 -0.5870 -3.6625
H 4.9738 -1.3086 -2.0138
H 6.0726 -1.0772 -3.3213
N 0.8734 2.1078 0.4001
C 0.2509 0.8927 0.1961
N 1.0876 -0.0915 -0.1985
O -0.9772 0.7982 0.2980
H 1.7839 2.2213 -0.0055
H 0.2682 2.8750 0.6311
H 2.0730 0.0818 -0.1042
H 0.7360 -0.9735 -0.5491
C -0.5390 1.7044 -3.0274
C -0.0555 0.6484 -3.9229
N 0.3614 -0.1619 -4.6217
H 0.1972 2.5002 -2.9690
H -0.8065 1.2490 -2.0740
H -1.4644 2.0938 -3.4544
C -1.6708 5.3362 0.8540
C -0.4352 5.1314 1.6051
N 0.5304 4.9781 2.2074
H -2.5986 4.8691 1.1697
H -1.5324 5.0597 -0.1950
H -1.8375 6.4101 0.7354
C 0.4589 -3.2834 -3.9094
C 0.6087 -3.0199 -2.4601
N 0.8032 -2.7583 -1.3628
H -0.4892 -2.9231 -4.2934
H 0.4742 -4.3701 -4.0081
H 1.3285 -2.8600 -4.4042
*
```

## Properties
relative energy (zero: lowest compared OMol25 entry of this formula, charge and spin): 6.4 kcal/mol
lowest unoccupied orbital energy: 0.27 eV
E_HOMO: -7.56 eV
orbital gap: 7.83 eV
SMILES: Oc1ccc(O)cc1.Oc1ccc(O)cc1.Oc1ccc(O)cc1.NC(N)=O.NC(N)=O.CC#N.CC#N.CC#N
E_tot: -1997.00947 hartree



4.
# C43H34BrN4O5P2S3Se3TaTe

A structure of composition C43H34BrN4O5P2S3Se3TaTe in a non-equilibrium geometry (ωB97M-V/def2-TZVPD, OMol25).

Structure (ORCA input):
```
! wB97M-V def2-TZVPD RIJCOSX def2/J DEFGRID3
* xyz -1 2
Ta -1.2786 0.8467 0.9442
O -2.4598 3.0428 2.2157
N -1.6559 4.0131 2.5268
C -2.1453 5.1934 2.9553
C -1.3051 6.2492 3.2146
C 0.0616 6.1013 2.9993
C 0.5460 4.8932 2.5462
C -0.3203 3.8201 2.3316
S 0.2296 2.2337 1.9701
H -3.2201 5.2273 3.0386
H -1.7301 7.1827 3.5535
H 0.7395 6.9254 3.1759
H 1.5948 4.7479 2.3294
Se -2.4457 2.3032 -0.4026
Se -3.6205 3.5821 -1.8276
Te -4.0090 -0.2500 -2.8249
Se -2.4022 0.1185 -0.9029
C 2.7767 -0.0466 0.0262
N 2.1129 0.1584 -1.2608
P 1.4429 -1.1452 -2.2252
C 1.2237 -2.6025 -1.1239
C 2.1475 -3.1524 -0.2357
C 1.8196 -4.2789 0.5061
C 0.5818 -4.8860 0.3449
C -0.3365 -4.3598 -0.5494
C -0.0220 -3.2161 -1.2726
C 2.9094 -1.7030 -3.1871
C 4.2076 -1.8214 -2.6947
C 5.2273 -2.3014 -3.5038
C 4.9613 -2.6682 -4.8164
C 3.6770 -2.5411 -5.3217
C 2.6573 -2.0604 -4.5109
P 0.9646 1.4710 -1.2827
C 0.7820 1.6932 -3.1013
C -0.4826 1.7785 -3.6600
C -0.6591 1.8070 -5.0389
C 0.4553 1.8006 -5.8611
C 1.7311 1.7664 -5.3079
C 1.9024 1.7069 -3.9356
C 1.9899 2.9611 -1.0094
C 3.3791 2.9902 -1.0073
C 4.0440 4.2096 -0.9526
C 3.3253 5.3941 -0.8983
C 1.9358 5.3692 -0.8954
C 1.2708 4.1549 -0.9495
H 3.8456 -0.2357 -0.1168
H 2.3645 -0.8746 0.5988
H 2.6871 0.8502 0.6415
H 3.1316 -2.7193 -0.1184
H 2.5379 -4.6876 1.2065
H 0.3280 -5.7629 0.9273
H -1.3080 -4.8199 -0.6780
H -0.7533 -2.7834 -1.9471
H 4.4373 -1.5319 -1.6787
H 6.2314 -2.3899 -3.1073
H 5.7587 -3.0504 -5.4417
H 3.4686 -2.8111 -6.3497
H 1.6520 -1.9469 -4.9007
H -1.3651 1.8099 -3.0354
H -1.6768 1.8020 -5.4068
H 0.3434 1.8277 -6.9388
H 2.6034 1.7748 -5.9510
H 2.8976 1.6692 -3.5095
H 3.9391 2.0652 -1.0673
H 5.1270 4.2317 -0.9615
H 3.8499 6.3416 -0.8742
H 1.3715 6.2926 -0.8617
H 0.1849 4.1274 -0.9799
Br 0.6615 -4.7493 5.4727
C -0.1626 -3.9421 3.9815
C -1.2189 -4.5815 3.3472
N -1.8258 -4.0664 2.2850
C -1.3953 -2.8947 1.8216
C -0.3586 -2.1842 2.4090
C 0.2676 -2.7141 3.5266
C 0.0912 -0.8474 1.8863
O 0.9274 -0.1897 2.4769
O -0.2432 -0.6063 0.6277
H -1.5981 -5.5274 3.7139
H -1.9221 -2.5281 0.9463
H 1.0675 -2.1680 4.0071
O -3.5471 -3.7490 5.2420
S -4.0596 -2.4102 5.1824
O -4.7457 -1.8959 6.3301
N -2.8415 -1.3719 4.7409
C -3.0870 -0.8630 3.5812
S -1.9994 0.3394 2.9760
C -4.3273 -1.3097 2.8971
C -4.8196 -0.9676 1.6511
C -6.0199 -1.5374 1.2384
C -6.7201 -2.4011 2.0730
C -6.2272 -2.7378 3.3296
C -5.0233 -2.1904 3.7098
H -4.3112 -0.2687 1.0000
H -6.3959 -1.2960 0.2531
H -7.6606 -2.8205 1.7395
H -6.7656 -3.4087 3.9863
*
```

## Properties
relative energy (zero: lowest compared OMol25 entry of this formula, charge and spin): 139.0 kcal/mol
lowest unoccupied orbital energy (alpha / beta): 1.22 / 1.25 eV
E_HOMO (alpha / beta): -3.90 / -4.27 eV
orbital gap (alpha / beta): 5.12 / 5.52 eV
E_tot: -14234.80447 hartree



5.
# C36H28Cl5N5OS4Ti

A structure of composition C36H28Cl5N5OS4Ti in a non-equilibrium geometry (ωB97M-V/def2-TZVPD, OMol25).

Structure (ORCA input):
```
! wB97M-V def2-TZVPD RIJCOSX def2/J DEFGRID3
* xyz 0 1
Ti -0.4144 0.0307 -0.0658
C -2.9571 -3.0672 1.3147
C -2.3646 -1.9057 2.0545
N -1.1522 -1.9963 2.4405
N -0.6769 -1.1889 3.4295
C 0.0536 -0.1593 3.3302
S 0.4533 0.9500 1.9979
S 0.8734 0.2065 4.8764
C 0.8613 2.0190 4.9749
C -0.4366 2.5983 5.4605
C -0.6661 2.7677 6.8223
C -1.8726 3.2706 7.2828
C -2.8710 3.6121 6.3808
C -2.6510 3.4439 5.0216
C -1.4432 2.9378 4.5628
C -3.2220 -0.7112 2.2785
C -4.2667 -0.6865 3.1921
C -5.0263 0.4617 3.3739
C -4.7444 1.5963 2.6270
C -3.7205 1.5874 1.6895
C -2.9815 0.4306 1.5159
O -2.0394 0.3888 0.5356
H -2.2086 -3.8457 1.1848
H -3.3624 -2.7696 0.3450
H -3.7919 -3.4756 1.8917
H 1.1363 2.4163 3.9989
H 1.6701 2.2496 5.6693
H 0.1102 2.4982 7.5289
H -2.0336 3.3975 8.3455
H -3.8142 4.0064 6.7360
H -3.4242 3.7065 4.3122
H -1.2778 2.7994 3.5006
H -4.4714 -1.5711 3.7825
H -5.8283 0.4720 4.0985
H -5.3293 2.4963 2.7654
H -3.5027 2.4572 1.0843
C -3.0917 -0.2808 -2.2223
C -2.3750 -1.5835 -2.0123
C -2.8993 -2.6935 -2.7216
C -2.3511 -3.9241 -2.5701
C -1.2360 -4.0834 -1.7201
C -0.6389 -5.3463 -1.4938
C 0.4462 -5.4407 -0.6716
C 0.9948 -4.2794 -0.0912
C 0.4537 -3.0380 -0.3160
S 1.2303 -1.6003 0.3189
C -0.7204 -2.9379 -1.0972
N -1.3196 -1.6965 -1.2261
H -4.1661 -0.4662 -2.2366
H -2.8157 0.1270 -3.1990
H -2.8821 0.4631 -1.4635
H -3.7517 -2.5320 -3.3668
H -2.7517 -4.7841 -3.0925
H -1.0569 -6.2179 -1.9810
H 0.9010 -6.4010 -0.4712
H 1.8696 -4.3557 0.5412
Cl -1.2343 3.0868 -0.7419
C -0.8253 2.1812 -2.1831
C -0.2349 0.9324 -2.0318
C 0.2154 0.3506 -3.2142
Cl 1.0780 -1.1542 -3.1681
C 0.0415 0.9454 -4.4663
Cl 0.6218 0.1886 -5.9027
C -0.6106 2.1732 -4.5704
Cl -0.8423 2.9199 -6.1027
C -1.0418 2.8053 -3.4110
Cl -1.7659 4.3680 -3.5013
C 4.4799 1.6046 -2.6719
N 3.4526 2.6310 -2.7021
C 3.2889 3.5882 -3.6887
C 2.2225 4.3386 -3.3486
N 1.7488 3.8194 -2.1611
C 2.4964 2.7682 -1.7516
S 2.2786 1.8249 -0.3712
H 5.3092 1.9299 -3.2946
H 4.0833 0.6587 -3.0394
H 4.8106 1.4677 -1.6454
H 3.9458 3.6475 -4.5365
H 1.7535 5.1671 -3.8454
H 1.0098 4.1981 -1.5905
*
```

## Properties
relative energy (zero: lowest compared OMol25 entry of this formula, charge and spin): 26.2 kcal/mol
lowest unoccupied orbital energy: -0.68 eV
E_HOMO: -7.53 eV
orbital gap: 6.84 eV
E_tot: -6480.96191 hartree